Entry 1:
A gas-phase ion, C3H8NO2 (charge -1), computed with ωB97M-V with the def2-TZVPD basis set.

Properties
- energy relative to the best compared isomer or geometry (same formula, charge and spin) (kJ/mol) = 303.1
- HOMO energy (eV) = -2.42
- LUMO energy (eV) = 4.10
- structure (SMILES) = N[C@@H](C[O-])CO

```
! wB97M-V def2-TZVPD RIJCOSX def2/J DEFGRID3
* xyz -1 1
N -0.00745 0.06200 -1.48043
C 0.09509 0.40273 -0.10524
C -1.37482 0.40885 0.47322
O -2.00847 -0.70029 0.13275
C 0.78421 -0.56305 0.77922
O 2.14426 -0.84351 0.34569
H -0.71978 -0.66949 -1.50174
H 0.33131 0.58161 -2.28216
H 0.55343 1.38376 0.04706
H -1.24617 0.83845 1.47028
H -1.76281 1.30543 -0.09021
H 0.84236 -0.18614 1.84908
H 0.18193 -1.43080 0.90591
H 2.18690 -0.58957 -0.54345
*
```

=====

Entry 2:
2 unconnected molecules or ions with the total composition C4H5NO, computed with ωB97M-V with the def2-TZVPD basis set.

Properties
- energy relative to the best compared isomer or geometry (same formula, charge and spin) (kJ/mol) = 474.5
- HOMO energy (eV) = -9.80
- LUMO energy (eV) = 0.92
- structure (SMILES) = C#[N+][O-].C#CC

```
! wB97M-V def2-TZVPD RIJCOSX def2/J DEFGRID3
* xyz 0 1
C 2.22535 -0.88824 -0.09545
N 1.54548 -1.72834 0.31877
O 0.85538 -2.61693 0.75153
H 2.72736 -0.03696 -0.49052
C 0.26312 1.76368 -0.49130
C -0.65882 1.04736 -0.19440
C -1.78310 0.18237 0.16580
H 1.06879 2.41379 -0.75275
H -1.88890 0.11591 1.25285
H -2.71761 0.57859 -0.24435
H -1.63705 -0.83124 -0.22019
*
```

=====

Entry 3:
A molecular structure, C20H29N3O4, computed with ωB97M-V with the def2-TZVPD basis set.

Properties
- energy relative to the best compared isomer or geometry (same formula, charge and spin) (kJ/mol) = 2063.7
- HOMO energy (eV) = -7.77
- LUMO energy (eV) = -0.13

```
! wB97M-V def2-TZVPD RIJCOSX def2/J DEFGRID3
* xyz 0 1
C -6.24374 -2.23669 -0.31440
O -5.90300 -1.64235 0.84252
C -4.54350 -1.27000 1.10300
C -4.03899 -0.23759 0.28374
C -3.20675 -0.87487 -1.00618
C -2.67929 0.39676 -1.55335
N -1.89411 1.13593 -0.53397
C -2.63323 1.84277 0.24211
C -3.27891 0.72053 1.09514
H -3.78172 1.07664 1.99006
H -2.47995 0.30028 1.64564
H -2.07146 2.53252 0.89549
H -3.39285 2.28700 -0.14949
C -0.97487 2.34789 -1.34777
C 0.02108 2.84464 -0.61148
C 1.09719 2.23897 0.18997
N 1.82432 3.09511 0.81218
N 1.10339 4.36184 0.79157
C 0.18579 4.30024 -0.10684
H -0.64058 5.03165 -0.13462
H 2.57734 3.16931 1.22596
C 1.58166 1.01650 0.14075
C 0.83804 -0.04198 -0.08720
C 1.26205 -1.41469 -0.02835
C 2.70072 -1.52650 -0.37649
C 3.65776 -0.56824 -0.04382
C 3.08844 0.51315 0.03773
H 3.78842 1.69943 0.06648
O 4.82879 -0.92876 0.08856
C 5.87358 0.12074 0.05330
H 5.72183 0.92666 -0.93467
H 6.78631 -0.34116 -0.19688
H 5.80736 0.79152 0.92220
O 3.19323 -3.10693 -0.25016
C 3.90303 -3.50916 0.90003
H 3.36410 -3.19361 1.84127
H 4.88103 -2.86735 0.88144
H 4.18212 -4.46073 0.94453
O 0.32120 -2.34969 -0.31123
C 0.50899 -3.64427 -0.31160
H 1.12418 -4.23079 0.68838
H 1.16837 -3.92657 -0.98810
H -0.43676 -4.29310 -0.55690
H -0.27076 -0.13578 -0.15914
H -1.72238 3.13282 -1.87693
H -0.33255 1.68824 -2.22462
H -1.90694 0.00366 -2.37112
H -3.29753 0.94975 -2.01519
H -3.78982 -1.20850 -1.65315
H -2.55011 -1.24771 -0.41420
H -4.89968 0.44092 -0.12993
H -4.67861 -1.05480 2.13965
H -3.91192 -2.21054 0.89889
H -5.59668 -3.20716 -0.43863
H -7.22463 -2.60434 -0.28238
H -6.08079 -1.44950 -1.02232
*
```

=====

Entry 4:
A molecular structure, C28H26I3N6OReS2, computed with ωB97M-V with the def2-TZVPD basis set.

Properties
- energy relative to the best compared isomer or geometry (same formula, charge and spin) (kJ/mol) = 131.8
- HOMO energy (alpha / beta) (eV) = -15.69 / -15.68
- LUMO energy (alpha / beta) (eV) = -7.62 / -10.97

```
! wB97M-V def2-TZVPD RIJCOSX def2/J DEFGRID3
* xyz 3 4
Re -0.60203 -0.17374 0.05015
I 0.17246 3.53104 6.82311
C -0.23568 2.29887 5.20577
C -1.32177 1.41117 5.25763
C -1.55176 0.58918 4.19156
I -3.16244 -0.74498 4.14951
C -0.69362 0.59984 3.03339
O -0.92742 -0.21199 2.07194
C 0.40121 1.52407 3.00468
C 1.37217 1.49742 1.85387
N 0.74625 1.46792 0.51353
C 0.08134 2.73490 0.13262
C -1.39525 2.67083 0.40882
C -2.13158 3.77395 0.79732
C -3.50861 3.65655 0.93466
C -4.10644 2.43068 0.67900
C -3.30695 1.36274 0.32543
N -1.97635 1.47230 0.18760
C 0.60247 2.35588 4.07013
H -1.96605 1.38152 6.12570
H 2.03619 2.36099 1.93105
H 1.99204 0.59957 1.93769
H 1.51232 1.29973 -0.16016
H 0.53312 3.59991 0.62018
H 0.21183 2.85821 -0.94682
H -1.63483 4.71727 0.98087
H -4.10383 4.50822 1.23664
H -5.17610 2.29961 0.75986
H -3.73787 0.38874 0.14436
H 1.42709 3.05811 4.05652
C 3.39655 2.19412 -2.83678
C 3.63491 0.95208 -2.04929
N 2.71588 0.29372 -1.39680
C 3.21824 -0.80490 -0.73745
C 4.57493 -0.93928 -0.88267
S 5.21284 0.27108 -1.88669
C 2.39514 -1.80693 -0.03266
C 2.98199 -2.98926 0.31190
S 1.92382 -4.01403 1.14412
C 0.67668 -2.86014 0.98336
N 1.03183 -1.75277 0.34007
C -0.65006 -3.21135 1.56797
H 2.38944 2.19568 -3.25425
H 4.11581 2.28518 -3.64902
H 3.51606 3.08088 -2.20853
H 5.22141 -1.69196 -0.46182
H 3.99329 -3.29970 0.11148
H -0.50455 -3.82622 2.45529
H -1.22302 -3.80922 0.85638
H -1.22752 -2.33870 1.84954
C -4.02408 -3.10254 -1.00309
C -2.93860 -2.22444 -0.66686
N -2.06390 -1.52538 -0.41126
H -4.47612 -3.50736 -0.09590
H -3.66295 -3.93561 -1.60930
H -4.78666 -2.56879 -1.57233
I 1.97399 -2.20820 -4.97837
C 0.63337 -0.86108 -4.10209
C -0.01056 0.12079 -4.84362
C -0.85702 0.99739 -4.17800
C -1.01007 0.88498 -2.81187
N -0.37810 -0.05800 -2.08797
C 0.40625 -0.93038 -2.73957
H 0.13851 0.19580 -5.91279
H -1.39066 1.76629 -4.71898
H -1.66044 1.56467 -2.27903
H 0.86582 -1.71629 -2.16181
*
```